Here is 2 unconnected molecules or ions with the total composition C2H7N3O2 at a distorted geometry from OMol25. Energies are from wB97M-V/def2-TZVPD.

Summary:
energy above the lowest of the compared OMol25 structures with the same formula, charge and spin = 134.7 kcal/mol
lowest unoccupied orbital energy = 0.0061 hartree
structure (SMILES) = CN(O)C#N.NO

Last column: Mulliken charge in e.
Atoms and positions in Å:
C 1.017 1.324 1.326  -0.79
N 0.464 1.018 -0.010  0.00
O 1.119 -0.062 -0.703  -0.48
H 1.785 0.371 -1.274  0.35
H -0.837 -1.418 -1.594  0.24
H 0.327 1.942 1.907  0.34
H 1.958 1.868 1.205  0.27
H 1.210 0.396 1.872  0.30
N -1.240 -2.240 -1.134  -0.45
O -0.855 -2.062 0.261  -0.39
C -0.829 1.209 -0.340  0.42
N -1.937 1.367 -0.635  -0.43
H 0.056 -1.703 0.208  0.33
H -2.239 -2.010 -1.089  0.29

Here is a single C2H7N3O2 molecule at a distorted geometry from OMol25. Energies are from wB97M-V/def2-TZVPD.

Summary:
energy above the lowest of the compared OMol25 structures with the same formula, charge and spin = 59.8 kcal/mol
lowest unoccupied orbital energy = 0.0238 hartree
structure (SMILES) = NCN(N)C(=O)O

Last column: Mulliken charge in e.
Atoms and positions in Å:
C 2.009 0.190 -0.299  0.37
C -0.371 -0.529 0.605  -0.58
N -0.110 -1.941 0.601  -0.52
N 0.425 0.181 -0.320  0.16
N -0.017 1.551 -0.566  -0.74
O 2.613 1.247 -0.746  -0.42
O 2.527 -0.836 0.062  -0.52
H -0.229 -0.204 1.643  0.38
H -1.434 -0.368 0.412  0.35
H -0.164 -2.458 -0.321  0.24
H 0.604 -2.075 1.266  0.25
H -0.459 1.957 0.241  0.22
H 1.823 1.805 -0.726  0.53
H -0.811 1.500 -1.209  0.27

Here is 3 unconnected molecules or ions with the total composition C2H7N3O2 at a distorted geometry from OMol25. Energies are from wB97M-V/def2-TZVPD.

Summary:
energy above the lowest of the compared OMol25 structures with the same formula, charge and spin = 116.7 kcal/mol
lowest unoccupied orbital energy = 0.0348 hartree
structure (SMILES) = N#[N+][O-].C=NC.O

Last column: Mulliken charge in e.
Atoms and positions in Å:
C -1.495 -1.464 0.026  -0.83
C -0.452 0.557 0.057  -0.67
N 0.941 1.094 2.033  -0.50
N 1.424 0.134 2.260  0.98
N -0.338 -0.695 0.179  -0.39
O 1.858 -0.895 2.390  -0.55
O 1.505 1.685 -2.504  -0.65
H -2.265 -0.926 -0.522  0.29
H -1.181 -2.448 -0.224  0.30
H -1.888 -1.551 1.026  0.33
H -1.426 1.108 -0.142  0.23
H 0.405 1.125 0.256  0.80
H 1.103 1.245 -1.732  0.37
H 1.813 1.032 -3.100  0.30

Here is a single C2H7N3O3 molecule at a distorted geometry from OMol25. Energies are from wB97M-V/def2-TZVPD.

Summary:
energy above the lowest of the compared OMol25 structures with the same formula, charge and spin = 111.3 kcal/mol
lowest unoccupied orbital energy = 0.0132 hartree
structure (SMILES) = N[C@@H](O)C(=O)N([NH3+])[O-]

Last column: Mulliken charge in e.
Atoms and positions in Å:
C -1.359 -0.012 0.136  -0.08
N 0.918 0.829 0.010  0.17
C 0.147 -0.262 0.022  0.68
N 2.442 0.410 0.175  -0.37
N -1.889 -0.068 -1.200  -0.60
O 0.854 1.955 0.694  -0.76
O -1.892 -0.958 1.042  -0.56
O 0.619 -1.403 -0.081  -0.76
H 2.481 1.148 0.988  0.38
H -1.488 -1.815 0.840  0.35
H -1.545 0.974 0.561  0.41
H 2.345 -0.620 0.287  0.35
H 2.974 0.677 -0.650  0.30
H -1.724 -0.977 -1.620  0.24
H -2.884 0.122 -1.203  0.25

Here is a molecular structure, C2H7N3O4 at a distorted geometry from OMol25. Energies are from wB97M-V/def2-TZVPD.

Summary:
energy above the lowest of the compared OMol25 structures with the same formula, charge and spin = 0.0 kcal/mol
lowest unoccupied orbital energy = 0.0188 hartree

Last column: Mulliken charge in e.
Atoms and positions in Å:
N -0.419 -0.664 0.515  0.04
C 1.165 -0.379 -0.548  0.89
N -1.190 -1.730 -0.029  -0.80
N 2.063 0.067 0.395  -0.52
O 1.361 -1.264 -1.341  -0.63
H -0.056 -0.882 1.442  0.34
H -0.651 -2.053 -0.839  0.28
H -2.061 -1.330 -0.369  0.31
H 1.821 0.896 0.920  0.23
H 3.027 -0.099 0.144  0.25
C -0.930 0.725 0.474  0.69
O 0.298 0.930 -1.152  -0.67
O -2.179 0.770 -0.046  -0.51
O -0.437 1.569 1.201  -0.61
H -2.497 1.675 0.089  0.37
H 0.686 1.768 -0.855  0.34

Here is a single C2H7N3OS molecule at a distorted geometry from OMol25. Energies are from wB97M-V/def2-TZVPD.

Summary:
energy above the lowest of the compared OMol25 structures with the same formula, charge and spin = 12.2 kcal/mol
lowest unoccupied orbital energy = 0.0286 hartree
structure (SMILES) = CN(S)C(=O)NN

Last column: Mulliken charge in e.
Atoms and positions in Å:
C 0.463 0.708 1.259  -0.70
C -0.768 -0.655 -0.413  0.46
H -0.056 1.662 0.924  0.28
H 0.556 0.719 2.355  0.25
H 1.438 0.641 0.756  0.34
H -1.694 -1.716 2.260  0.14
H -0.871 0.066 -2.266  0.29
H 1.484 -0.086 -1.988  0.23
H 1.042 1.527 -2.031  0.22
N -0.320 -0.448 0.875  -0.07
N -0.394 0.319 -1.383  -0.18
N 0.972 0.687 -1.495  -0.49
O -1.465 -1.619 -0.789  -0.63
S -0.389 -1.803 1.935  -0.13

Here is a gas-phase ion, C2H7N3P (charge +1) at a distorted geometry from OMol25. Energies are from wB97M-V/def2-TZVPD.

Summary:
total charge = +1
energy above the lowest of the compared OMol25 structures with the same formula, charge and spin = 31.8 kcal/mol
lowest unoccupied orbital energy = -0.1482 hartree
structure (SMILES) = [NH2+]=C1CNPN1

Last column: Mulliken charge in e.
Atoms and positions in Å:
C -0.026 0.610 -0.103  0.36
C 0.940 -0.491 0.159  -0.42
N 0.142 -1.587 0.559  -0.30
N -1.320 0.149 -0.330  -0.21
N 0.385 1.886 -0.165  -0.38
P -1.504 -1.515 0.099  0.03
H 1.599 -0.575 -0.667  0.28
H 1.597 -0.116 0.966  0.37
H 0.387 -2.102 1.503  0.34
H -2.112 0.691 -0.803  0.30
H 1.258 2.146 0.196  0.25
H -0.112 2.807 -0.078  0.29
H -1.234 -1.903 -1.335  0.09

Here is a molecular structure, C2H7N3S at a distorted geometry from OMol25. Energies are from wB97M-V/def2-TZVPD.

Summary:
energy above the lowest of the compared OMol25 structures with the same formula, charge and spin = 98.4 kcal/mol
lowest unoccupied orbital energy = 0.0177 hartree

Last column: Mulliken charge in e.
Atoms and positions in Å:
C 0.118 -0.878 -1.806  -0.71
C -1.002 0.284 0.232  0.50
H -0.202 0.047 -2.391  0.36
H -0.479 -2.016 -2.006  0.22
H 1.396 -1.068 -1.927  0.25
H 1.962 1.099 0.312  0.15
H -0.373 -0.356 2.208  0.29
H -2.110 -0.126 2.134  0.31
H -1.572 0.849 -1.409  0.23
N 0.050 -0.229 -0.311  -0.15
N -1.000 0.378 1.686  -0.64
N -1.932 0.949 -0.478  -0.64
S 1.678 -0.160 0.391  -0.18

Here is a single C2H7N3S molecule at a distorted geometry from OMol25. Energies are from wB97M-V/def2-TZVPD.

Summary:
energy above the lowest of the compared OMol25 structures with the same formula, charge and spin = 44.9 kcal/mol
lowest unoccupied orbital energy = 0.0315 hartree
structure (SMILES) = CN/N=C/NS

Last column: Mulliken charge in e.
Atoms and positions in Å:
C -2.235 -0.910 -0.068  -0.73
C 0.818 0.902 0.028  -0.04
H -3.215 -0.590 -0.426  0.33
H -1.820 -1.662 -0.723  0.29
H -2.371 -1.388 0.925  0.21
H -1.610 0.949 -0.642  0.27
H 0.520 1.956 -0.202  0.28
H 2.694 1.474 -0.366  0.28
H 3.496 -0.968 1.190  0.14
N -1.406 0.293 0.053  -0.29
N -0.080 0.005 0.281  -0.30
N 2.211 0.720 0.070  -0.28
S 2.999 -0.780 -0.119  -0.15

Here is a single C2H7N3S molecule at a distorted geometry from OMol25. Energies are from wB97M-V/def2-TZVPD.

Summary:
energy above the lowest of the compared OMol25 structures with the same formula, charge and spin = 11.4 kcal/mol
lowest unoccupied orbital energy = 0.0254 hartree
structure (SMILES) = CN(N)C(N)=S

Last column: Mulliken charge in e.
Atoms and positions in Å:
C 1.308 0.961 -0.336  -0.95
C -0.292 -0.300 1.072  0.35
H 1.792 1.216 0.668  0.24
H 2.036 0.518 -1.012  0.30
H 1.020 1.897 -0.718  0.36
H 0.020 -0.936 -1.871  0.20
H -0.984 0.380 -1.858  0.20
H -1.864 -1.391 1.847  0.23
H -1.751 -1.274 0.130  0.29
N 0.181 0.102 -0.183  0.31
N -0.498 -0.312 -1.302  -0.71
N -1.309 -1.130 1.030  -0.34
S 0.342 0.268 2.534  -0.46

Here is 2 unconnected molecules or ions with the total composition C2H7N3S2 at a distorted geometry from OMol25. Energies are from wB97M-V/def2-TZVPD.

Summary:
total charge = +2
energy above the lowest of the compared OMol25 structures with the same formula, charge and spin = 48.7 kcal/mol
lowest unoccupied orbital energy = -0.3715 hartree

Last column: Mulliken charge in e.
Atoms and positions in Å:
C -0.336 0.120 1.269  0.11
C -0.012 -0.412 -1.184  0.16
N -0.449 1.002 2.262  -0.26
N -0.305 -1.661 -1.017  -0.08
N -0.277 0.462 -0.070  -0.14
S 0.961 0.974 -4.709  0.13
S 0.634 1.488 -2.897  0.23
H -0.032 -0.838 1.567  0.38
H -0.825 0.691 3.160  0.31
H -0.423 2.035 2.005  0.28
H -0.785 -1.862 -0.199  0.15
H -0.273 -2.340 -1.649  0.23
H -0.264 1.430 -0.243  0.19
H 2.453 0.920 -4.687  0.31

Here is 2 unconnected molecules or ions with the total composition C2H7N4 at a distorted geometry from OMol25. Energies are from wB97M-V/def2-TZVPD.

Summary:
total charge = +1
energy above the lowest of the compared OMol25 structures with the same formula, charge and spin = 145.6 kcal/mol
lowest unoccupied orbital energy (alpha / beta) = -0.1823 / -0.1824 hartree

Last column: Mulliken charge in e.
Atoms and positions in Å:
C -0.864 -0.810 -0.315  -0.16
C -0.796 -0.012 -1.630  -0.79
N 0.980 -0.282 1.683  -0.12
N 1.191 0.826 1.697  0.68
N 1.693 1.994 1.635  -0.33
N -1.235 -2.015 -0.318  -0.21
H -1.699 -0.076 -2.236  0.36
H 0.213 -0.503 -2.037  0.28
H -0.475 1.027 -1.369  0.22
H 2.526 2.098 2.149  0.29
H 1.088 2.738 1.480  0.28
H -1.442 -2.358 -1.244  0.22
H -1.180 -2.627 0.504  0.26